Below is a structure of composition C34H43AsCdN4O7S2Si, with properties calculated with ωB97M-V with the def2-TZVPD basis set.

As for the HOMO energy: -2.311 eV. As for the spin multiplicity: 1. The total energy is -5556.7302 Eh. As for the total charge: -2.

Last column: Mulliken charge in e.
Cartesian coordinates (Å):
Cd: -0.33 0.36 -0.56  3.46
C: -0.63 -2.33 3.16  -0.97
C: -0.82 -0.84 3.31  0.31
C: -0.84 -0.24 4.56  -0.88
C: -0.98 1.15 4.60  -0.76
C: -1.12 1.87 3.44  -0.91
C: -1.12 1.18 2.18  0.75
N: -0.95 -0.16 2.18  0.61
N: -1.26 1.76 0.98  0.35
Si: -1.50 3.43 0.64  0.02
C: -2.77 4.21 1.85  -1.47
C: 0.09 4.40 0.79  -1.06
C: -2.22 3.66 -1.07  -0.86
H: -0.48 -2.81 4.12  0.40
H: 0.22 -2.54 2.51  0.01
H: -1.51 -2.77 2.67  0.22
H: -0.72 -0.83 5.46  0.38
H: -0.98 1.67 5.55  0.34
H: -1.22 2.94 3.46  0.23
H: -2.30 4.67 2.72  0.43
H: -3.48 3.46 2.21  0.39
H: -3.34 4.99 1.34  0.44
H: 0.54 4.28 1.78  0.26
H: -0.05 5.47 0.61  0.42
H: 0.79 4.01 0.04  0.10
H: -3.00 2.94 -1.30  0.05
H: -1.42 3.54 -1.80  0.23
H: -2.64 4.67 -1.17  0.40
C: 3.83 -4.29 -5.48  -1.56
C: 3.41 -3.89 -4.09  1.30
C: 2.57 -2.80 -3.89  -0.86
C: 2.17 -2.45 -2.60  -0.24
C: 2.61 -3.19 -1.52  -0.25
C: 3.45 -4.28 -1.70  -0.86
C: 3.84 -4.62 -2.99  -0.68
S: 2.16 -2.68 0.13  1.11
O: 3.15 -1.71 0.55  -0.67
O: 2.10 -3.90 0.93  -0.78
N: 0.77 -1.95 -0.03  0.72
C: -0.37 -2.64 -0.34  0.10
C: -0.54 -4.04 -0.38  -1.18
C: -1.77 -4.56 -0.72  -0.40
C: -2.83 -3.71 -1.03  -0.96
C: -2.58 -2.35 -0.98  -0.70
N: -1.41 -1.83 -0.63  0.34
H: 3.62 -3.49 -6.19  0.34
H: 3.30 -5.18 -5.81  0.30
H: 4.90 -4.51 -5.53  0.37
H: 2.21 -2.20 -4.71  0.49
H: 1.48 -1.62 -2.48  0.28
H: 3.77 -4.85 -0.84  0.44
H: 4.50 -5.48 -3.13  0.32
H: 0.29 -4.68 -0.13  0.50
H: -1.90 -5.64 -0.76  0.36
H: -3.80 -4.09 -1.34  0.41
H: -3.34 -1.64 -1.27  0.33
O: 1.05 0.18 -4.52  -0.73
C: 0.51 0.52 -3.47  0.46
O: -0.15 -0.26 -2.69  -0.81
C: 0.66 2.01 -2.95  0.28
O: 0.92 2.90 -3.76  -0.78
O: 0.49 2.16 -1.70  -0.67
C: 2.37 0.48 2.68  -0.67
C: 2.71 0.92 1.28  -0.37
O: 1.91 0.86 0.39  -0.59
C: 4.09 1.43 0.98  0.71
C: 4.46 1.53 -0.36  -0.39
C: 5.71 2.01 -0.70  -0.73
C: 6.60 2.41 0.29  -0.36
C: 6.23 2.31 1.63  -0.71
C: 4.98 1.82 1.97  -0.39
H: 1.56 -0.25 2.62  -0.47
H: 2.00 1.34 3.25  0.45
H: 3.22 0.05 3.20  0.51
H: 3.74 1.22 -1.11  0.54
H: 5.99 2.08 -1.75  0.40
H: 7.58 2.79 0.02  0.36
H: 6.92 2.63 2.40  0.37
H: 4.70 1.74 3.01  0.36
C: -7.16 -0.01 -0.12  -1.22
As: -5.45 0.85 -0.43  0.65
C: -5.80 2.70 0.03  -0.95
C: -4.33 0.21 0.99  -0.59
S: -4.75 0.59 -2.36  -0.47
H: -7.51 0.20 0.89  0.39
H: -7.03 -1.08 -0.26  0.35
H: -7.87 0.36 -0.85  0.37
H: -6.19 2.76 1.05  0.36
H: -6.52 3.09 -0.68  0.39
H: -4.87 3.26 -0.05  0.07
H: -4.77 0.47 1.96  0.54
H: -3.34 0.67 0.89  -0.58
H: -4.22 -0.87 0.91  0.48

=====

Below is a structure of composition C46H40N7PTi, with properties calculated with ωB97M-V with the def2-TZVPD basis set.

As for the HOMO energy: -13.032 eV. As for the spin multiplicity: 1. The total energy is -3350.6493 Eh. As for the total charge: +2.

Last column: Mulliken charge in e.
Cartesian coordinates (Å):
Ti: 0.61 0.54 -0.13  -1.59
C: 1.20 1.35 4.22  -1.28
C: 0.64 1.35 2.93  -0.13
N: 1.30 0.91 1.88  1.00
C: 2.60 0.52 2.02  -0.40
C: 3.21 0.42 3.28  0.95
C: 2.46 0.85 4.39  -0.84
C: 4.53 -0.08 3.34  -0.81
C: 5.16 -0.46 2.19  -1.38
C: 4.56 -0.30 0.92  -0.90
C: 3.30 0.24 0.82  0.46
N: 2.55 0.52 -0.34  1.50
C: 3.13 0.67 -1.61  0.19
C: 4.46 0.81 -1.95  -0.74
C: 4.85 0.96 -3.30  -1.08
C: 3.94 1.00 -4.31  -0.89
C: 2.56 0.95 -4.01  1.06
C: 1.54 1.11 -4.96  -1.08
C: 0.23 1.18 -4.55  -1.16
C: -0.06 1.04 -3.19  -0.57
N: 0.87 0.80 -2.28  1.27
C: 2.17 0.79 -2.66  -0.54
H: 0.61 1.72 5.04  0.53
H: -0.37 1.71 2.76  0.62
H: 2.90 0.81 5.38  0.50
H: 5.02 -0.18 4.30  0.47
H: 6.16 -0.87 2.23  0.45
H: 5.11 -0.62 0.06  0.70
H: 5.22 0.86 -1.19  0.82
H: 5.91 1.04 -3.51  0.45
H: 4.25 1.11 -5.34  0.49
H: 1.80 1.23 -6.01  0.48
H: -0.57 1.35 -5.25  0.57
H: -1.07 1.16 -2.83  0.62
C: -5.79 -0.89 -2.01  -0.69
C: -4.58 -0.66 -2.65  -0.95
C: -3.46 -0.30 -1.92  -0.18
C: -3.54 -0.17 -0.53  1.85
C: -4.75 -0.42 0.11  -0.99
C: -5.87 -0.78 -0.63  -0.87
P: -2.12 0.38 0.45  1.70
C: -2.42 -0.39 2.08  0.56
C: -2.54 -1.77 2.14  -0.29
C: -2.75 -2.41 3.35  -0.75
C: -2.86 -1.67 4.52  -0.80
C: -2.77 -0.29 4.46  -0.83
C: -2.55 0.35 3.25  -0.89
C: -2.26 2.17 0.67  0.49
C: -3.44 2.71 1.13  -0.34
C: -3.62 4.09 1.26  -1.10
C: -2.60 4.93 0.88  -0.90
C: -1.39 4.42 0.36  1.27
C: -0.37 5.30 -0.07  -0.87
C: 0.79 4.83 -0.61  -1.35
C: 0.99 3.44 -0.72  -0.26
C: 0.05 2.53 -0.28  2.28
C: -1.19 3.01 0.26  -1.21
H: -6.66 -1.17 -2.59  0.42
H: -4.50 -0.76 -3.73  0.47
H: -2.53 -0.15 -2.44  -0.10
H: -4.84 -0.35 1.18  0.43
H: -6.81 -0.97 -0.13  0.44
H: -2.51 -2.36 1.23  0.49
H: -2.86 -3.49 3.38  0.50
H: -3.03 -2.17 5.46  0.45
H: -2.88 0.30 5.37  0.51
H: -2.51 1.44 3.22  0.41
H: -4.27 2.05 1.40  0.56
H: -4.55 4.49 1.64  0.44
H: -2.72 6.00 0.95  0.46
H: -0.54 6.37 0.02  0.45
H: 1.55 5.51 -0.95  0.47
H: 1.92 3.10 -1.15  0.29
C: 0.72 -2.34 0.70  -0.54
N: 0.72 -3.78 0.61  0.25
C: 1.92 -4.21 -0.13  -0.64
N: 1.93 -3.65 -1.48  0.18
C: 1.92 -2.21 -1.39  -1.02
N: 0.71 -1.68 -0.66  2.41
C: -0.49 -2.23 -1.40  -0.65
N: -0.48 -3.67 -1.49  0.14
C: -0.46 -4.23 -0.14  -0.68
C: 0.73 -4.10 -2.19  -0.74
H: 1.63 -2.01 1.22  0.41
H: -0.16 -2.00 1.26  -0.65
H: 1.93 -5.29 -0.19  0.35
H: 2.81 -3.88 0.41  0.35
H: 1.92 -1.79 -2.40  0.16
H: 2.81 -1.88 -0.85  0.07
H: -0.48 -1.80 -2.41  0.32
H: -1.39 -1.90 -0.89  -0.42
H: -0.44 -5.32 -0.20  0.38
H: -1.36 -3.93 0.40  0.25
H: 0.73 -3.68 -3.20  0.35
H: 0.74 -5.18 -2.26  0.37

=====

Below is a structure of composition C52H57AsClN2OSi2W in a non-equilibrium geometry, with properties calculated with ωB97M-V with the def2-TZVPD basis set.

As for the expectation value of S²: 2.0210. As for the HOMO energy (alpha / beta): -9.902 / -10.322 eV. As for the spin multiplicity: 3. The total energy is -5542.2498 Eh. As for the total charge: +1.

Last column: Löwdin spin population.
Cartesian coordinates (Å):
W: 0.16 0.16 -0.70  1.75
C: 0.11 0.16 1.46  0.04
Si: -0.12 1.94 1.96  0.02
C: 0.85 2.82 0.60  0.01
N: 0.32 2.52 -0.77  -0.01
C: -0.75 3.55 -1.00  0.00
C: -0.24 4.95 -1.39  0.00
C: 1.26 5.08 -1.53  0.00
C: 1.78 3.95 -2.41  0.00
C: 1.23 2.57 -1.97  0.01
C: -1.91 2.46 2.04  0.00
C: -2.96 1.56 1.92  0.00
C: -4.28 1.98 2.06  0.00
C: -4.57 3.31 2.31  0.00
C: -3.53 4.23 2.42  0.00
C: -2.22 3.80 2.30  0.00
C: 0.70 2.35 3.58  0.00
C: 0.02 2.88 4.68  0.00
C: 0.69 3.14 5.87  0.00
C: 2.04 2.87 5.99  0.00
C: 2.73 2.33 4.91  0.00
C: 2.06 2.07 3.73  0.00
H: -0.66 -0.47 1.90  0.01
H: 1.08 -0.19 1.82  0.01
H: 1.84 2.40 0.68  0.00
H: 0.95 3.90 0.76  0.00
H: -1.33 3.58 -0.08  0.00
H: -1.42 3.20 -1.78  0.00
H: -0.63 5.69 -0.69  0.00
H: -0.68 5.19 -2.36  0.00
H: 1.77 5.08 -0.57  0.00
H: 1.50 6.04 -1.99  0.00
H: 2.87 3.93 -2.41  0.00
H: 1.48 4.12 -3.44  0.00
H: 2.05 1.86 -1.83  0.00
H: 0.60 2.18 -2.78  0.00
H: -2.76 0.51 1.73  0.00
H: -5.09 1.26 1.97  0.00
H: -5.60 3.63 2.42  0.00
H: -3.75 5.27 2.62  0.00
H: -1.43 4.53 2.41  0.00
H: -1.04 3.09 4.62  0.00
H: 0.14 3.55 6.71  0.00
H: 2.56 3.07 6.92  0.00
H: 3.79 2.11 5.00  0.00
H: 2.61 1.64 2.91  0.00
C: 3.88 2.91 -0.04  0.00
Si: 3.81 1.02 -0.19  0.01
C: 4.64 0.59 1.46  0.00
C: 4.86 0.78 -1.74  0.00
N: 2.33 -0.05 -0.46  0.03
C: 2.85 -1.36 -0.24  0.00
C: 4.21 -1.69 -0.04  0.01
C: 4.64 -2.93 0.41  0.00
C: 3.73 -3.95 0.64  0.01
C: 2.42 -3.73 0.29  0.00
C: 2.03 -2.48 -0.18  0.01
O: 0.81 -2.40 -0.86  0.01
C: 0.92 -3.38 -1.88  0.00
C: 0.06 -4.47 -1.89  0.00
C: 0.25 -5.44 -2.87  0.00
C: 1.27 -5.33 -3.80  0.00
C: 2.13 -4.23 -3.75  0.00
C: 1.96 -3.26 -2.79  0.00
H: 4.97 3.03 -0.15  0.00
H: 3.62 3.30 0.94  0.00
H: 3.42 3.52 -0.80  0.00
H: 5.64 0.18 1.33  0.00
H: 4.08 -0.13 2.04  0.00
H: 4.74 1.51 2.04  0.00
H: 5.92 0.67 -1.51  0.00
H: 4.77 1.67 -2.37  0.00
H: 4.55 -0.08 -2.33  0.00
H: 4.98 -0.98 -0.22  0.00
H: 5.70 -3.08 0.56  0.00
H: 4.05 -4.91 1.01  0.00
H: 1.71 -4.54 0.29  0.00
H: -0.74 -4.55 -1.18  0.00
H: -0.42 -6.29 -2.90  0.00
H: 1.41 -6.09 -4.55  0.00
H: 2.93 -4.14 -4.46  0.00
H: 2.62 -2.41 -2.72  0.00
Cl: -1.75 0.98 -2.02  0.04
C: -6.64 -1.00 -0.75  0.00
C: -5.89 0.16 -0.79  0.00
C: -4.50 0.10 -0.72  0.00
C: -3.86 -1.12 -0.59  0.00
C: -4.63 -2.29 -0.53  0.00
C: -6.01 -2.23 -0.61  0.00
As: -1.93 -1.43 -0.57  0.00
C: -1.92 -2.65 0.98  0.00
C: -0.98 -3.64 1.24  0.00
C: -0.92 -4.26 2.48  0.00
C: -1.79 -3.88 3.49  0.00
C: -2.73 -2.89 3.25  0.00
C: -2.79 -2.28 2.01  0.00
C: -1.76 -2.01 -2.45  0.00
C: -2.74 -2.72 -3.10  0.00
C: -2.69 -2.89 -4.48  0.00
C: -1.66 -2.32 -5.21  0.00
C: -0.67 -1.59 -4.57  0.00
C: -0.72 -1.45 -3.20  0.02
H: -7.72 -0.95 -0.82  0.00
H: -6.37 1.12 -0.89  0.00
H: -3.94 1.02 -0.74  0.00
H: -4.15 -3.26 -0.39  0.00
H: -6.59 -3.14 -0.56  0.00
H: -0.28 -3.94 0.49  0.00
H: -0.19 -5.03 2.65  0.00
H: -1.74 -4.36 4.46  0.00
H: -3.41 -2.59 4.03  0.00
H: -3.55 -1.52 1.86  0.00
H: -3.58 -3.15 -2.56  0.00
H: -3.46 -3.45 -4.98  0.00
H: -1.64 -2.44 -6.29  0.00
H: 0.14 -1.14 -5.13  0.00
H: 0.10 -0.88 -2.71  0.01

=====

Below is the molecule C10H10N2O3S in a non-equilibrium geometry, with properties calculated with ωB97M-V with the def2-TZVPD basis set.

As for the HOMO energy: -8.674 eV. As for the spin multiplicity: 1. The total energy is -1120.0526 Eh. The structure (SMILES) is O=C(O)CCCc1cc(O)c2nsnc2c1.

Last column: Mulliken charge in e.
Cartesian coordinates (Å):
O: -4.24 -0.24 2.40  -0.51
C: -3.40 0.66 1.82  0.44
O: -3.80 2.09 1.66  -0.46
C: -1.91 0.21 1.22  -0.42
C: -2.08 -1.34 0.72  -0.53
C: -0.99 -1.83 -0.41  -0.59
C: 0.39 -0.94 -0.48  0.48
C: 0.73 -0.26 -1.97  -0.46
C: 2.09 0.62 -2.24  0.00
O: 2.33 1.19 -3.59  -0.48
C: 3.17 0.85 -1.02  0.49
N: 4.48 1.60 -1.11  -0.51
S: 5.08 1.44 0.55  0.22
N: 3.89 0.51 1.47  -0.51
C: 2.81 0.22 0.45  0.42
C: 1.44 -0.69 0.76  -0.51
H: -2.89 2.57 1.62  0.35
H: -1.20 0.18 2.17  0.25
H: -1.49 0.96 0.42  0.38
H: -3.15 -1.40 0.19  0.30
H: -2.10 -2.14 1.59  0.26
H: -0.68 -2.96 -0.20  0.28
H: -1.52 -1.81 -1.45  0.25
H: -0.04 -0.44 -2.86  0.18
H: 1.86 2.09 -3.56  0.34
H: 1.21 -1.14 1.82  0.33